Density functional theory data (the ωB97M-V functional and the def2-TZVPD basis) for 6 unconnected molecules or ions with the total composition C43H68FN9 in a non-equilibrium geometry.

Calculated values
LUMO level = -0.0220 Eh
spin multiplicity = 1
gap between HOMO and LUMO = 7.22 eV

Atoms and positions in Å:
C -2.6967 -1.8973 1.2150
C -2.6898 -1.5413 -0.0562
C -2.6233 -1.3078 -1.6442
C -1.3948 -0.3680 -2.1302
C 0.0251 -1.1244 -2.2461
C 0.5291 -1.8383 -0.8982
C 0.9576 -3.3641 -0.9659
C 0.9196 -4.2249 -2.3540
C -0.5820 -4.8211 -2.5325
C -1.0123 -4.6130 -4.1014
C 1.4546 -4.1400 0.3523
C 1.8622 -5.7139 0.3652
C 3.4084 -5.9915 0.7450
C 3.4953 -7.0130 2.0246
F 4.1960 -4.7927 0.9835
C 1.5202 -3.3141 1.6804
C 2.0014 -4.0827 3.0402
C 1.1305 -1.7572 1.8054
N 1.2832 -1.1609 3.1413
C 0.8460 0.2164 3.0573
C 0.8773 1.0696 4.4616
N 2.0100 2.0539 4.5020
C 0.3069 0.9757 1.7878
N -0.1429 2.4011 1.8898
C 0.1683 3.1735 0.6410
C -1.0124 3.1250 -0.4846
N 0.2261 0.3427 0.4889
C 0.6412 -1.0523 0.4982
H -2.9953 -2.3055 2.2476
H -2.6763 -2.2931 -2.2614
H -3.6020 -0.7338 -1.9212
H -1.6710 -0.0275 -3.2138
H -1.3831 0.5941 -1.4992
H 0.8246 -0.3391 -2.5761
H -0.0639 -1.8480 -3.1563
H 1.7285 -5.0592 -2.3687
H 1.2150 -3.5103 -3.2279
H -1.3455 -4.2355 -1.8810
H -0.6544 -5.9537 -2.2840
H -0.7707 -5.5456 -4.7527
H -0.4491 -3.7235 -4.5863
H -2.1431 -4.3539 -4.2004
H 1.6500 -6.2484 -0.6282
H 1.1511 -6.2050 1.1496
H 3.9245 -6.5589 -0.1263
H 4.2497 -6.6404 2.8290
H 3.7986 -8.0871 1.6888
H 2.4845 -7.1326 2.5692
H 1.5961 -5.1563 2.9916
H 1.6047 -3.5822 3.9962
H 3.1602 -4.1208 3.1289
H -0.1420 1.6386 4.4736
H 0.8881 0.3356 5.3624
H 2.7339 1.7236 5.1629
H 2.4005 2.2482 3.5668
H -1.1869 2.3171 1.9494
H 0.2720 4.2845 0.9494
H 1.1463 2.7418 0.1839
H -0.5368 2.6093 -1.4167
H -1.3131 4.1906 -0.8531
H -1.9554 2.5421 -0.1302
C 4.5684 5.9002 -0.4021
C 3.5552 6.9267 0.0893
C 2.1893 6.3178 0.4086
C 1.5322 5.7709 -0.7833
N 1.0223 5.3322 -1.7187
H 4.2514 5.4442 -1.3442
H 5.5357 6.3794 -0.5746
H 4.7101 5.1048 0.3350
H 3.4502 7.7171 -0.6613
H 3.9490 7.3983 0.9961
H 1.5489 7.0930 0.8421
H 2.2971 5.5353 1.1664
C -1.3563 5.8229 -3.8818
C -2.6959 5.2469 -4.3235
C -3.8273 6.2755 -4.3093
C -4.1223 6.7584 -2.9558
N -4.3460 7.1420 -1.8922
H -1.3910 6.1678 -2.8450
H -0.5778 5.0596 -3.9506
H -1.0633 6.6650 -4.5154
H -2.9508 4.3962 -3.6826
H -2.5890 4.8580 -5.3420
H -4.7291 5.8145 -4.7259
H -3.5734 7.1190 -4.9587
C -8.1010 4.2229 -3.9910
C -8.7530 4.7404 -5.2673
C -8.4064 3.9056 -6.5011
C -6.9782 3.9660 -6.8292
N -5.8539 4.0084 -7.0786
H -7.0102 4.2726 -4.0501
H -8.4144 4.8281 -3.1366
H -8.3886 3.1860 -3.7962
H -8.4606 5.7840 -5.4233
H -9.8399 4.7305 -5.1318
H -8.9822 4.2793 -7.3541
H -8.7092 2.8655 -6.3458
C -0.0441 -7.0058 7.6695
C 0.2319 -5.7087 6.9193
C -0.6057 -5.5587 5.6487
C -0.2813 -6.5783 4.6458
N -0.0284 -7.3851 3.8622
H 0.2217 -7.8800 7.0688
H 0.5475 -7.0423 8.5878
H -1.1002 -7.0839 7.9428
H 1.2984 -5.6528 6.6773
H 0.0114 -4.8675 7.5854
H -0.4224 -4.5683 5.2190
H -1.6709 -5.6049 5.8955
C 6.8931 -0.4452 1.2088
C 5.7242 -0.8878 2.0803
C 4.3931 -0.2592 1.6663
C 4.3861 1.1925 1.8437
N 4.3821 2.3347 1.9818
H 7.0685 0.6312 1.2907
H 7.8087 -0.9548 1.5203
H 6.7116 -0.6857 0.1576
H 5.9450 -0.6501 3.1263
H 5.6328 -1.9773 2.0130
H 3.5902 -0.6940 2.2685
H 4.1725 -0.5079 0.6235